Formula: C3H5Cl
Source: the OMol25 dataset
Level of theory: the ωB97M-V functional and the def2-TZVPD basis

Summary:
* ΔE to the lowest compared entry with this formula, charge and spin: 0.0 kJ/mol
* E_tot: -15713.8461 eV
* frontier orbital gap: 0.385 Ha
* LUMO energy: 1.029 eV
* HOMO: -9.450 eV
* SMILES string: C=C(C)Cl

```
9
C3H5Cl the ωB97M-V functional and the def2-TZVPD basis
Cl -1.04347 -1.65540 -0.95069
C 0.93244 0.10012 -1.04457
C -0.53911 0.21437 1.01508
C -0.10063 -0.35029 -0.32988
H 1.01896 -0.21391 -2.06805
H -1.58251 0.60263 0.94975
H -0.39476 -0.57931 1.79175
H 0.18245 1.01614 1.20040
H 1.52662 0.86565 -0.56379
```

***

Formula: C57H143F2KN28O25S2
Source: the OMol25 dataset
Level of theory: the ωB97M-V functional and the def2-TZVPD basis

Summary:
* E_tot: -197780.5387 eV
* total charge: -2
* frontier orbital gap: 0.293 Ha
* LUMO energy: 3.258 eV
* HOMO: -4.725 eV

```
258
C57H143F2KN28O25S2 the ωB97M-V functional and the def2-TZVPD basis
K -0.98595 -25.42511 -15.73642
S 3.45280 -23.30142 -14.04012
S 3.26093 -26.04215 -14.78421
F 1.66671 -26.28514 -14.92573
F 2.60058 -23.84165 -12.83273
O 0.86547 -23.10638 -21.95570
O 3.27006 -31.25578 -13.39305
O 1.27953 -20.28143 -11.69206
O 5.20379 -20.54274 -18.70135
O 9.87107 -26.00322 -10.61070
O 2.72229 -17.84944 -15.34503
O 0.37183 -25.33665 -9.70641
O 1.34150 -17.63600 -18.13818
O 1.00831 -23.61400 -16.70591
O 6.56390 -31.18403 -18.19414
O 3.82889 -26.78198 -15.87835
O -1.26842 -28.15857 -12.83783
O 2.71814 -22.22639 -14.64896
O -1.39217 -18.69999 -18.91638
O 7.52155 -17.86646 -10.91453
O -1.72533 -22.70067 -15.97191
O 4.67143 -23.00938 -13.40228
O -3.46827 -23.81476 -15.03567
O 12.62258 -23.48672 -17.20460
O -3.74183 -21.81825 -16.04580
O 3.42563 -26.54483 -13.43623
O 6.43963 -25.22085 -19.13875
O 4.32090 -27.50844 -10.11182
O -0.96922 -26.88046 -18.08521
O 2.66280 -23.29036 -8.10045
N 0.90158 -22.40974 -11.06768
N 1.49625 -17.62808 -13.39748
N 0.71667 -26.34695 -19.44676
N 2.56133 -19.58194 -13.90782
N 2.34125 -28.28244 -10.79449
N 7.58357 -18.46971 -12.21069
N 0.32037 -23.28179 -19.88708
N 7.00390 -30.73960 -16.86057
N 4.84580 -18.42740 -17.93074
N -3.27314 -19.33549 -17.75012
N 5.83316 -23.63880 -20.67901
N -1.38042 -20.68193 -17.91473
N 11.69578 -22.81214 -18.10532
N -3.29750 -28.75458 -13.74220
N 4.20490 -29.38542 -11.52514
N 1.71811 -20.78744 -9.53326
N 5.10753 -23.33760 -18.50675
N 1.04243 -27.66079 -17.49436
N -1.55188 -25.95372 -10.73987
N 3.09364 -19.90347 -18.22389
N 3.55053 -25.36924 -8.11308
N 3.53861 -24.21466 -10.04675
N 0.43349 -26.07247 -11.85232
N 9.03696 -26.36141 -11.71596
N -1.31625 -28.04898 -15.11969
N 3.61157 -24.59042 -14.97681
N 2.55417 -23.44173 -20.47475
N 1.91584 -31.28268 -13.09675
C 8.37708 -20.60753 -11.18037
C 6.27003 -29.49927 -14.96608
C 1.24438 -23.17379 -20.86335
C -0.24501 -25.69670 -10.72881
C 6.42234 -30.76802 -14.04238
C 8.31927 -32.71042 -16.80015
C 9.99877 -23.20509 -19.77846
C 10.09999 -22.35559 -16.15840
C 11.82883 -20.71382 -16.87727
C 7.14434 -20.56531 -14.02220
C 0.24197 -32.67621 -11.94764
C 11.06567 -23.86708 -18.87954
C 2.62698 -32.96335 -11.34680
C -0.38970 -30.89782 -13.69519
C 3.65048 -28.36749 -10.75744
C 7.49974 -31.61530 -14.64306
C 0.22321 -26.88366 -18.31108
C 1.48758 -29.31798 -14.29310
C 6.75261 -27.09456 -12.47830
C 12.13112 -24.48091 -19.75929
C 8.67159 -23.97471 -12.53983
C 10.49209 -25.46673 -13.28388
C 10.44185 -24.97152 -18.00435
C -0.82786 -32.26430 -13.02226
C 8.47985 -20.08932 -13.69210
C 8.15236 -25.94228 -14.03088
C 5.90041 -24.13572 -19.37030
C -1.95795 -19.51684 -18.22620
C 5.97371 -29.77207 -16.41292
C 7.14322 -32.02797 -16.10289
C 10.02455 -18.89148 -12.21029
C 10.89052 -21.81956 -17.34170
C -2.89468 -22.88135 -15.57831
C 8.58717 -19.49808 -12.28145
C 7.96176 -28.14352 -10.53155
C 6.13249 -28.44608 -17.17343
C 3.21914 -24.24631 -8.70221
C 2.28967 -18.32798 -14.28478
C 7.71598 -26.80631 -11.25304
C -1.92390 -28.33229 -13.96880
C 9.03563 -25.39718 -12.86980
C 6.74486 -26.07495 -13.56959
C 4.57495 -30.38707 -16.77357
C 5.26305 -17.58739 -12.45961
C 1.07648 -30.83392 -14.19311
C 5.56359 -19.78309 -11.40061
C 9.95507 -21.22013 -18.41907
C 4.44178 -19.71780 -18.25584
C 6.99656 -25.76794 -10.37701
C 1.65550 -32.65313 -12.50009
C 1.23759 -21.10841 -10.77746
C 1.12775 -31.49153 -15.57794
C 6.11425 -18.87164 -12.46599
C 9.06843 -22.32018 -19.04432
C 1.78831 -33.85247 -13.49734
C 6.07240 -19.50976 -13.85215
C 6.00282 -32.96933 -16.22288
H 3.31274 -25.37384 -7.10701
H 6.26130 -18.74962 -14.59445
H -3.83764 -19.00466 -18.49858
H 12.83912 -24.96373 -19.10188
H 0.61212 -28.76695 -14.00447
H 2.22525 -20.00566 -13.08126
H 0.95077 -16.88810 -13.80324
H 10.27750 -18.52655 -11.19924
H -4.63120 -21.91548 -15.80393
H 9.48544 -24.04438 -20.29134
H 8.84742 -19.28870 -14.31822
H -0.95549 -33.04716 -13.76333
H 11.15908 -25.20551 -12.49624
H 9.28687 -20.85672 -13.69628
H 6.29449 -33.97493 -15.91959
H 3.42292 -23.59249 -20.98221
H 8.38162 -28.95066 -11.03622
H 9.40384 -20.34097 -18.02541
H 8.20154 -20.16586 -10.27105
H -1.46405 -21.33291 -17.08556
H -1.77455 -28.41967 -15.94445
H 8.99732 -23.37093 -13.39162
H 2.88431 -31.97637 -10.85102
H 5.65092 -19.40479 -10.37283
H 2.94609 -20.25934 -14.56328
H 9.25336 -32.08963 -16.97510
H 5.49675 -31.33576 -14.09369
H 9.20056 -23.56313 -11.68842
H 1.15297 -18.19751 -12.64545
H 5.69964 -22.62857 -20.76896
H 10.74223 -24.75495 -14.08432
H 2.06940 -19.83810 -9.46075
H 1.04210 -23.18954 -10.47753
H -0.39737 -20.47467 -17.90210
H 10.50383 -22.64615 -20.57091
H -0.54244 -30.21224 -12.86227
H 4.30261 -17.96964 -17.27316
H 1.35838 -17.72150 -17.17952
H -2.06828 -26.42789 -11.46808
H 7.60989 -23.86327 -12.47702
H 5.52521 -27.67112 -16.80079
H 10.18506 -18.06077 -12.87363
H 5.20861 -29.42051 -11.57309
H 8.20318 -21.87374 -19.62200
H 8.56908 -22.82873 -18.17504
H 1.88253 -27.18695 -17.32978
H 4.31242 -17.76520 -12.91710
H 6.01280 -26.42307 -14.30783
H 6.39371 -25.15286 -13.12330
H 3.90079 -26.21553 -8.61269
H 1.97845 -34.74743 -12.93889
H 3.32410 -23.44470 -10.62675
H 0.84453 -33.97767 -14.09485
H 2.23404 -33.68660 -10.62985
H 5.21952 -32.73767 -15.45761
H 6.60044 -24.88318 -10.97708
H 9.54473 -25.16391 -10.37410
H 2.03279 -21.57755 -8.99735
H 8.40042 -25.22735 -14.91170
H 4.90120 -22.34026 -18.59915
H 4.47936 -31.42165 -16.91634
H 8.37923 -30.91962 -14.68482
H 3.85450 -25.11098 -10.50213
H 7.06017 -28.44698 -9.99216
H 6.23089 -26.23728 -9.77588
H 1.79327 -28.64159 -11.55406
H 7.30738 -30.83519 -18.76899
H 2.31520 -29.11171 -13.62832
H -0.06345 -26.68429 -12.50360
H 2.49934 -19.07634 -18.32603
H 5.24398 -23.69790 -17.55099
H 3.55872 -29.95432 -12.12080
H 8.71720 -26.87886 -14.31941
H 6.43167 -23.93078 -21.40358
H -2.04964 -25.70611 -9.90919
H 10.59155 -20.77027 -19.21207
H 9.30451 -21.19833 -11.08940
H 0.46417 -22.44004 -11.95186
H 3.30799 -31.46741 -14.33328
H 12.07177 -24.04279 -16.61598
H -3.97472 -28.51367 -14.41199
H 7.24097 -29.01141 -14.83772
H 7.97105 -32.47542 -14.08962
H 7.16611 -28.05373 -17.13735
H 9.43299 -21.59739 -15.72941
H 11.01604 -25.45694 -17.20657
H -3.63931 -28.43890 -12.85193
H 0.22497 -31.96680 -11.12780
H 5.47323 -28.79986 -14.64079
H 0.46543 -22.98392 -18.92739
H 7.05694 -28.07469 -12.96482
H 4.35918 -29.93775 -17.73156
H 9.57663 -23.27749 -16.34712
H 12.69897 -21.22577 -16.44651
H -1.79042 -32.15108 -12.41943
H 8.65517 -33.49114 -16.04578
H 0.71826 -32.49917 -15.39315
H 5.64946 -16.70046 -13.14670
H 7.99359 -17.01434 -11.00154
H 3.95626 -29.87312 -15.97684
H 10.76511 -19.59488 -12.48647
H 2.09055 -31.52655 -16.16316
H 1.72391 -26.17684 -19.40456
H 5.84758 -20.84340 -11.58563
H 0.16836 -33.63448 -11.48948
H 5.08654 -19.94141 -14.00781
H 8.63231 -28.01262 -9.69494
H 5.84871 -28.60258 -18.25428
H 0.32788 -23.11663 -16.20329
H 0.49537 -30.86649 -16.18521
H 7.18638 -20.81997 -15.07999
H 1.71637 -29.17090 -15.33031
H 2.53137 -33.85476 -14.25703
H 0.20810 -25.51861 -19.74384
H 1.92355 -27.65807 -10.13271
H -1.13130 -30.62691 -14.43152
H 10.77108 -26.50702 -13.48184
H 1.91033 -23.34845 -16.35741
H 11.75743 -25.08081 -20.59687
H 6.88692 -21.43118 -13.40940
H 7.56023 -21.32441 -11.41079
H 0.54362 -27.82118 -16.64028
H 5.84649 -18.34312 -17.79884
H -3.70970 -20.07390 -17.23342
H 0.48766 -18.09727 -18.34332
H 6.67141 -30.54443 -12.95688
H 7.68311 -25.33685 -9.62845
H 5.20402 -17.13757 -11.44505
H 11.44996 -19.99664 -16.12009
H -0.60915 -22.85359 -19.96812
H 10.73641 -22.48286 -15.20708
H 12.11422 -20.11368 -17.72079
H 10.15655 -25.77920 -18.64259
H 3.61908 -33.24517 -11.66127
H 2.82458 -20.70581 -18.84663
H 2.73072 -23.45712 -19.51798
H 1.39147 -25.83525 -11.80636
H 12.67793 -23.66040 -20.25298
H 5.53932 -32.98948 -17.18780
H 4.46807 -19.87521 -11.64242
H 9.52918 -24.61031 -17.51882
H 5.75152 -27.21379 -12.05845
H 7.94157 -33.07145 -17.74965
```